C25H37BrN2O11S3 | ωB97M-V/def2-TZVPD

XYZ file:
```
79
C25H37BrN2O11S3 ωB97M-V/def2-TZVPD
C -4.732 -0.924 3.099
C -3.290 -0.560 2.337
C -2.681 -1.866 1.498
C -3.337 -1.971 -0.035
C -1.040 -1.942 1.508
C -0.037 -0.732 0.937
C -0.631 0.655 0.292
C -0.373 0.790 -1.350
C -1.421 1.999 -1.838
Br -0.629 -0.923 -2.350
C 1.630 -0.843 1.004
C 2.638 0.367 0.477
C 3.631 0.937 1.696
N 3.020 1.644 2.702
C 2.338 -2.193 1.608
C 1.381 -3.416 2.133
C -0.258 -3.294 2.107
C -1.087 -4.628 2.681
C -1.501 -4.353 4.244
C -0.170 -4.275 5.253
O -0.526 -4.053 6.663
C -0.280 -2.668 7.094
C 2.393 -4.612 2.617
O 2.155 -5.724 3.327
N 3.738 -4.156 2.022
S 3.667 -4.724 0.370
C 3.904 -2.639 1.796
O 5.049 -1.952 1.815
H -5.174 -1.895 2.566
H -4.569 -1.083 4.250
H -5.529 -0.068 2.860
H -3.588 0.257 1.520
H -2.521 -0.105 3.096
H -3.119 -2.818 2.070
H -3.006 -3.013 -0.452
H -4.518 -2.037 0.127
H -3.068 -1.056 -0.713
H -1.778 0.825 0.446
H -0.037 1.574 0.769
H 0.699 1.192 -1.615
H -1.380 2.796 -0.950
H -2.535 1.604 -1.860
H -1.068 2.483 -2.847
H 3.346 0.013 -0.416
H 2.072 1.311 0.076
H 4.807 0.736 1.696
H 1.999 1.732 2.498
H -2.025 -4.795 2.001
H -0.367 -5.570 2.542
H -2.138 -3.359 4.343
H -2.224 -5.230 4.598
H 0.636 -3.545 4.821
H 0.313 -5.365 5.189
H 0.272 -1.994 6.313
H -1.320 -2.170 7.317
H 0.337 -2.592 8.112
H 2.495 -4.278 -0.278
C 0.786 2.181 -5.959
C 1.281 0.740 -6.051
O 2.569 0.749 -5.439
S 2.585 1.868 -4.254
O 2.338 1.198 -2.996
O 3.711 2.746 -4.469
O 1.223 2.654 -4.687
H 1.246 2.806 -6.732
H -0.303 2.249 -6.038
H 1.347 0.388 -7.083
H 0.638 0.065 -5.477
C 1.124 6.611 -4.164
C 0.761 7.703 -5.167
O -0.308 7.160 -5.939
S -1.189 6.162 -4.996
O -2.333 6.898 -4.506
O -1.300 4.885 -5.660
O -0.115 6.022 -3.777
H 1.739 5.835 -4.632
H 1.646 7.011 -3.291
H 1.601 7.975 -5.810
H 0.389 8.598 -4.658
```

- E (a.u.) = -5679.8471
- SMILES = [H]/N=C\Cc1c(C[C@H](C)Br)c([C@H](C)CC)c(CCCOC)c2c1C(=O)N(S)C2=O.O=S1(=O)OCCO1.O=S1(=O)OCCO1
- gap between HOMO and LUMO (eV) = 7.33
- highest occupied orbital energy (Ha) = -0.3217


C25H37ClN2O3PS | ωB97M-V/def2-TZVPD

XYZ file:
```
70
C25H37ClN2O3PS ωB97M-V/def2-TZVPD
C 6.531 -1.832 -1.653
C 6.216 -0.689 -2.262
C 5.388 0.427 -1.652
C 4.686 0.000 -0.389
C 5.233 0.310 0.847
C 4.593 -0.079 2.017
C 3.419 -0.800 1.960
C 2.858 -1.144 0.732
C 3.498 -0.738 -0.433
S 2.863 -1.149 -2.027
C 1.213 -1.614 -1.636
C 0.322 -1.647 -2.704
C -0.984 -2.026 -2.499
C -1.424 -2.373 -1.218
P -3.181 -2.886 -1.006
C -4.078 -1.354 -1.556
C -3.432 -4.031 -2.429
C -0.541 -2.320 -0.139
C -1.042 -2.663 1.247
C -1.633 -1.458 2.012
C -0.981 -0.130 1.647
Cl -1.168 1.047 3.008
C 0.803 -1.943 -0.351
N 1.667 -1.951 0.794
C 2.055 -3.330 1.146
O 1.925 -3.467 2.558
O 3.096 -4.170 3.004
H 6.762 -2.725 -2.221
H 6.532 -1.903 -0.570
H 6.610 -0.517 -3.261
H 4.670 0.757 -2.406
H 6.059 1.257 -1.413
H 6.165 0.857 0.920
H 5.031 0.164 2.976
H 2.926 -1.128 2.866
H 0.678 -1.374 -3.690
H -1.659 -2.063 -3.347
H -4.683 -1.563 -2.437
H -3.359 -0.579 -1.829
H -4.691 -0.965 -0.745
H -4.043 -4.877 -2.121
H -2.477 -4.435 -2.768
H -3.885 -3.531 -3.286
H -1.814 -3.428 1.192
H -0.257 -3.085 1.866
H -1.443 -1.615 3.077
H -2.719 -1.407 1.910
H -1.489 0.313 0.793
H 0.079 -0.236 1.442
H 3.095 -3.528 0.888
H 1.374 -4.026 0.653
H 2.736 -4.709 3.721
C -3.424 3.277 -0.110
C -3.697 4.076 1.155
C -4.115 5.528 0.920
O -3.007 6.303 0.521
C -2.832 6.490 -0.888
N -2.426 4.148 1.956
H -2.509 3.601 -0.608
H -3.316 2.216 0.120
H -4.251 3.384 -0.808
H -4.437 3.560 1.767
H -4.467 5.954 1.864
H -4.941 5.586 0.209
H -3.783 6.423 -1.417
H -2.134 5.756 -1.296
H -2.413 7.482 -1.035
H -1.938 3.249 1.997
H -2.590 4.471 2.911
H -1.823 4.853 1.512
```

- E (a.u.) = -2509.4162
- total charge = +1
- gap between HOMO and LUMO (eV) = 6.84
- highest occupied orbital energy (Ha) = -0.3533